Computed, not measured: a structure of composition C5H7NO, with the ωB97M-V functional and the def2-TZVPD basis.

Structure (XYZ):
```
14
Properties=species:S:1:pos:R:3:forces:R:3
C -1.769515 0.296318 0.426880 -0.07 0.03 0.03
C -0.474911 -0.385329 0.080936 0.21 0.03 -0.05
C -0.275384 -1.805476 -0.108139 0.06 -0.10 -0.03
O 0.831879 -2.286840 -0.363717 -0.33 0.08 0.07
C 1.933855 -0.168099 -0.664861 -0.09 -0.11 0.07
C 0.714306 0.206583 -0.203121 0.10 -0.15 -0.10
N 1.318011 1.511069 -0.235541 -0.17 0.39 0.09
H -2.621772 -0.153915 -0.095248 0.17 0.02 0.04
H -1.741340 1.353571 0.138448 0.02 -0.15 0.02
H -1.999342 0.265128 1.499839 0.09 -0.04 -0.16
H -1.155607 -2.473131 -0.055592 0.02 0.10 0.03
H 2.759243 -0.468032 -0.024501 -0.08 0.12 -0.02
H 1.343041 2.012504 0.644693 0.04 -0.09 -0.09
H 1.137532 2.095644 -1.040071 0.02 -0.13 0.11
```
Positions in Å, forces in eV/Å.

Properties
Energy ... -324.56380 a.u.
HOMO ... -7.89 eV
Kohn-Sham gap ... 8.371 eV
ΔE to the lowest compared entry with this formula, charge and spin ... 4.372 eV

Computed, not measured: an isolated molecule of C5H7NO at a distorted geometry, with the ωB97M-V functional and the def2-TZVPD basis.

Structure (XYZ):
```
14
Properties=species:S:1:pos:R:3:forces:R:3
C -2.198188 0.183088 0.036377 -3.94 2.91 -0.01
C -0.189340 -0.455420 -0.086793 0.21 -0.05 -1.05
C 0.362149 0.838058 -0.100244 -0.59 -0.75 -0.45
C 1.726049 0.719483 -0.129636 4.06 0.05 0.54
C 2.066725 -0.650568 -0.043149 1.81 -0.70 1.38
H -1.494168 0.829632 0.870114 -2.94 -1.28 -2.54
H -3.430583 0.157590 0.427724 3.85 -0.88 -0.69
H -2.440580 0.673401 -1.092459 1.33 -0.72 3.18
H 0.180872 1.870876 -0.017996 -2.14 0.72 -0.21
H 2.367133 1.723491 -0.185273 -1.08 -2.89 0.36
H 2.977765 -1.317403 0.503978 -2.50 2.33 -2.27
H 0.698625 -2.244131 0.132206 0.10 -0.78 -0.05
N 0.847023 -1.302359 -0.143358 0.65 -0.28 0.88
O -1.473481 -1.025737 -0.171497 1.17 2.35 0.93
```
Positions in Å, forces in eV/Å.

Properties
Energy ... -324.55808 a.u.
HOMO ... -7.84 eV
Kohn-Sham gap ... 8.784 eV
ΔE to the lowest compared entry with this formula, charge and spin ... 4.528 eV

Computed, not measured: an isolated molecule of C5H7NO at a distorted geometry, with the ωB97M-V functional and the def2-TZVPD basis.

Structure (XYZ):
```
14
Properties=species:S:1:pos:R:3:forces:R:3
O -0.573683 2.329660 0.061922 -1.16 0.31 0.81
C -1.254579 1.368006 0.339386 0.30 -0.14 -0.46
N -0.909659 0.415373 1.307407 1.33 -1.13 -0.93
C -0.481379 -1.059294 0.849224 -0.93 0.72 0.72
C 0.868199 -1.435957 0.104242 -0.36 0.74 0.31
C 1.199735 -0.155337 -0.454362 0.88 0.58 -0.79
C 1.224149 0.979447 -0.834797 1.15 -0.62 -0.60
H -2.224354 1.197780 -0.155978 0.13 -0.24 -0.08
H -0.194549 0.876159 1.872219 0.23 -0.54 -0.15
H -1.295949 -1.386494 0.203280 -0.12 -0.07 0.39
H -0.488100 -1.524950 1.818898 -0.34 -0.67 0.09
H 1.672545 -1.819342 0.756837 -0.53 0.28 0.01
H 0.770531 -2.177797 -0.720578 -0.48 0.38 0.71
H 1.404300 1.918269 -1.278803 -0.10 0.37 -0.02
```
Positions in Å, forces in eV/Å.

Properties
Energy ... -324.59882 a.u.
HOMO ... -9.26 eV
Kohn-Sham gap ... 10.189 eV
ΔE to the lowest compared entry with this formula, charge and spin ... 3.419 eV

Computed, not measured: an isolated molecule of C5H7NO, with the ωB97M-V functional and the def2-TZVPD basis.

Structure (XYZ):
```
14
Properties=species:S:1:pos:R:3:forces:R:3
O -0.509374 -1.416256 1.677069 0.25 0.01 -0.29
C 0.351470 -1.600159 0.848650 -0.17 0.06 0.28
C 1.082067 -0.574078 0.053515 0.06 -0.19 0.11
C 0.410800 0.174652 -1.042694 -0.02 -0.11 -0.39
C -1.037271 0.501434 -0.691795 -0.09 -0.10 0.03
C -0.439976 1.252945 0.518958 -0.17 0.15 0.19
N 0.964994 0.880271 0.142013 0.11 0.13 0.09
H 0.664966 -2.634578 0.608319 0.06 -0.02 -0.04
H 2.106568 -0.878382 -0.162612 -0.18 0.05 0.02
H 0.872882 0.248490 -2.023880 -0.10 -0.03 0.13
H -1.667087 -0.365391 -0.447036 0.11 0.30 -0.18
H -1.537247 1.141198 -1.426279 0.12 -0.16 0.22
H -0.740561 0.931982 1.515551 0.03 0.05 -0.15
H -0.522232 2.337871 0.430220 -0.02 -0.14 0.00
```
Positions in Å, forces in eV/Å.

Properties
Energy ... -324.62471 a.u.
HOMO ... -9.43 eV
Kohn-Sham gap ... 10.345 eV
ΔE to the lowest compared entry with this formula, charge and spin ... 2.715 eV

Computed, not measured: an isolated molecule of C5H7NO, with the ωB97M-V functional and the def2-TZVPD basis.

Structure (XYZ):
```
14
Properties=species:S:1:pos:R:3:forces:R:3
C 0.703505 0.306476 1.706511 0.00 0.04 0.05
C 0.342089 -0.357811 0.384235 0.05 0.04 0.01
C -1.099860 -0.669483 0.058446 -0.04 -0.02 -0.14
C -1.320831 -0.355854 -1.220669 -0.04 -0.04 0.16
N -0.175217 0.209985 -1.810688 0.03 0.16 0.01
C 0.779236 0.455750 -0.839549 0.23 0.09 -0.03
O 1.747563 1.173988 -0.956057 -0.27 -0.34 -0.01
H 0.624099 -0.402539 2.536661 -0.03 0.12 -0.12
H 0.059018 1.164262 1.919482 0.06 -0.10 -0.07
H 1.737106 0.662259 1.651526 -0.16 -0.05 0.04
H 0.914739 -1.297247 0.304498 -0.04 0.11 -0.01
H -1.816704 -1.120081 0.732193 0.14 -0.01 -0.11
H -2.213682 -0.489876 -1.818962 0.12 0.02 0.13
H -0.173699 0.723568 -2.678161 -0.03 -0.03 0.10
```
Positions in Å, forces in eV/Å.

Properties
Energy ... -324.71933 a.u.
HOMO ... -8.72 eV
Kohn-Sham gap ... 9.657 eV
ΔE to the lowest compared entry with this formula, charge and spin ... 0.140 eV

Computed, not measured: an isolated molecule of C5H7NO, with the ωB97M-V functional and the def2-TZVPD basis.

Structure (XYZ):
```
14
Properties=species:S:1:pos:R:3:forces:R:3
C -2.401833 0.124381 -0.035478 -0.17 -0.20 0.07
C -0.882747 0.230162 0.041772 0.01 0.00 -0.18
C -0.143517 -0.891122 -0.064383 -0.39 0.03 -0.08
O 1.224664 -0.961874 -0.115085 -0.03 0.37 0.19
C 1.954160 0.115777 0.218580 0.21 -0.29 -0.15
N 3.203846 -0.140553 -0.179601 -0.21 0.25 0.10
C -0.474498 1.584541 0.056660 0.48 -0.20 0.10
H -2.935610 0.961380 0.434030 0.32 -0.11 -0.06
H -2.709685 -0.787759 0.470676 -0.20 -0.07 -0.09
H -2.708087 0.090856 -1.084990 -0.01 -0.06 0.19
H -0.576406 -1.884692 -0.052020 0.02 0.15 -0.04
H 3.463397 -0.991487 -0.674427 -0.17 0.16 0.09
H 3.942987 0.509514 0.033467 -0.24 -0.01 0.01
H -0.956667 2.040878 0.950794 0.37 -0.03 -0.16
```
Positions in Å, forces in eV/Å.

Properties
Energy ... -324.50400 a.u.
HOMO (spin up / spin down) ... -7.65 / -7.64 eV
Kohn-Sham gap (spin up / spin down) ... 7.546 / 7.562 eV
ΔE to the lowest compared entry with this formula, charge and spin ... 5.999 eV

Computed, not measured: an isolated molecule of C5H7NO at a distorted geometry, with the ωB97M-V functional and the def2-TZVPD basis.

Structure (XYZ):
```
14
Properties=species:S:1:pos:R:3:forces:R:3
C 0.667548 1.525492 -1.046919 0.12 -0.42 0.19
C -0.291663 0.375152 -0.697006 0.29 -1.35 0.27
C -0.152749 -0.940719 -1.272024 0.77 -1.67 -6.00
N 0.270991 -1.948569 -1.684812 -2.21 1.42 -0.84
C 0.243441 -0.645467 0.547902 1.90 -1.39 2.20
O 1.208149 -1.430768 0.364101 -2.20 4.30 3.04
C -0.646755 -0.734715 1.767740 0.14 -0.14 0.31
H 1.659191 1.238848 -0.704678 0.20 0.18 -0.20
H 0.697048 1.777229 -2.114575 -0.08 -0.30 0.24
H 0.354789 2.429398 -0.503675 0.06 -0.37 -0.09
H -1.341004 0.707331 -0.919635 0.59 -0.48 1.58
H -0.165248 -1.347107 2.531386 0.09 0.08 -0.10
H -1.591864 -1.241360 1.532358 0.17 0.15 -0.32
H -0.911875 0.235255 2.199836 0.16 -0.01 -0.29
```
Positions in Å, forces in eV/Å.

Properties
Energy ... -324.59017 a.u.
HOMO ... -9.86 eV
Kohn-Sham gap ... 10.013 eV
ΔE to the lowest compared entry with this formula, charge and spin ... 3.655 eV

Computed, not measured: an isolated molecule of C5H7NO at a distorted geometry, with the ωB97M-V functional and the def2-TZVPD basis.

Structure (XYZ):
```
14
Properties=species:S:1:pos:R:3:forces:R:3
C 1.197656 -1.309842 0.992710 0.04 0.01 -0.06
C 0.240684 -0.414013 0.250257 -0.23 0.03 0.05
C -1.058611 -0.256781 0.541619 0.29 -0.08 0.05
N -1.648401 0.816204 -0.158324 -0.04 -0.01 -0.21
C -0.727188 1.355484 -1.032165 -0.13 0.22 -0.28
O -0.969096 2.062525 -1.988508 -0.14 0.12 0.58
C 0.596799 0.660954 -0.765082 0.04 0.14 -0.37
H 1.730965 -2.001869 0.331092 -0.09 0.15 0.00
H 0.685946 -1.914368 1.753203 -0.05 0.18 -0.26
H 1.960393 -0.728717 1.528375 -0.12 0.00 -0.18
H -1.651918 -0.781899 1.280549 0.14 0.01 -0.08
H -2.615850 0.815325 -0.442625 -0.02 0.08 0.16
H 1.444981 1.279370 -0.451236 -0.38 0.19 0.05
H 0.770041 0.463019 -1.837912 0.68 -1.04 0.55
```
Positions in Å, forces in eV/Å.

Properties
Energy ... -324.71148 a.u.
HOMO ... -8.54 eV
Kohn-Sham gap ... 9.406 eV
ΔE to the lowest compared entry with this formula, charge and spin ... 0.353 eV